C5H8O2 | the ωB97M-V functional and the def2-TZVPD basis

Last column: Mulliken charge in e.
Positions of all 15 atoms, in Å:
C (-1.6959, -0.8483, 0.0011)  -1.124
C (-0.9171, 0.3027, -0.5891)  1.001
O (-1.4800, 1.1463, -1.2677)  -0.622
C (0.9955, 0.3299, 1.1196)  -0.729
C (1.4742, -0.6278, 0.0697)  -0.738
C (0.5441, 0.4817, -0.3217)  0.591
O (1.1064, 1.4980, -1.0783)  -0.613
H (-2.5358, -0.4495, 0.5778)  0.295
H (-2.1169, -1.4283, -0.8256)  0.319
H (-1.1032, -1.5116, 0.6329)  0.277
H (0.3415, 1.9791, -1.4407)  0.369
H (1.6781, 1.1012, 1.4622)  0.274
H (0.2766, -0.0219, 1.8553)  0.231
H (2.4850, -0.4811, -0.3018)  0.273
H (1.1337, -1.6611, 0.0787)  0.196

Atomic forces in eV per Å
0.0 -0.1 0.0
-0.2 0.3 -0.1
0.3 -0.4 0.2
0.0 0.1 0.2
0.1 -0.2 -0.1
-0.2 -0.2 0.0
-0.1 0.1 0.0
0.1 0.0 -0.1
0.1 0.1 0.1
0.0 0.1 -0.1
0.1 0.0 0.0
-0.1 -0.1 -0.1
0.1 0.1 -0.1
-0.2 -0.1 0.1
0.0 0.3 0.0

Values from the calculation:
* frontier orbital gap: 10.582 eV
* SMILES string: CC(=O)C1(O)CC1
* energy: -345.766194 hartree
* LUMO level: 0.0345 Ha
* E_HOMO: -9.6 eV
* energy relative to the best compared isomer or geometry (same formula, charge and spin): 24.32 kcal per mole
* total charge: 0

=====

C5H8O2 | the ωB97M-V functional and the def2-TZVPD basis

Last column: Mulliken charge in e.
Positions of all 15 atoms, in Å:
C (-0.4267, -1.4231, 1.2821)  -1.499
C (-0.0554, -0.4332, 0.2010)  1.572
C (-1.1087, 0.5073, -0.3850)  -0.824
C (0.9037, 0.7456, 0.5152)  -0.640
O (-0.4382, 1.7729, 0.0508)  -0.340
C (1.4793, 0.3208, -0.8582)  -0.231
O (0.8102, -0.9590, -0.8162)  -0.507
H (-0.9888, -2.2957, 0.9281)  0.349
H (-1.0149, -0.9106, 2.0509)  0.357
H (0.4986, -1.7735, 1.7500)  0.350
H (-1.1540, 0.4627, -1.4765)  0.298
H (-2.1004, 0.5137, 0.0649)  0.321
H (-0.1484, 2.3520, -0.6747)  0.363
H (1.1753, 0.8967, -1.7560)  0.168
H (2.5684, 0.2232, -0.8765)  0.262

Atomic forces in eV per Å
0.0 0.1 -0.1
-0.1 0.2 0.4
-0.1 0.3 0.0
0.4 -0.1 0.0
-0.1 -0.2 -0.3
0.4 0.2 -0.1
-0.1 -0.1 -0.1
0.1 0.2 -0.1
0.1 -0.1 -0.1
-0.1 0.0 -0.1
-0.1 0.0 0.2
0.0 -0.1 -0.1
-0.3 -0.3 0.0
0.1 0.0 0.3
-0.1 -0.1 -0.1

Values from the calculation:
* frontier orbital gap: 8.183 eV
* energy: -345.598287 hartree
* LUMO level: 0.0182 Ha
* E_HOMO: -7.7 eV
* energy relative to the best compared isomer or geometry (same formula, charge and spin): 129.69 kcal per mole
* total charge: 0

=====

C5H8O2 | the ωB97M-V functional and the def2-TZVPD basis

Last column: Mulliken charge in e.
Positions of all 15 atoms, in Å:
C (-0.5277, 1.5964, 0.0186)  -0.996
C (-0.0018, 0.6323, 0.7501)  0.751
C (-1.0359, -1.3027, -0.5488)  -0.495
C (-1.7028, -1.0964, 0.5909)  -0.577
O (0.7500, 0.0386, 1.4322)  -0.434
C (2.3507, 0.1815, -0.4746)  0.003
O (2.3732, -0.9332, -0.9355)  -0.441
H (-1.3079, 1.4881, -0.7151)  0.247
H (1.6296, 0.9405, -0.8294)  0.215
H (-0.0828, 2.5608, 0.2287)  0.350
H (-1.3725, -0.8809, -1.4962)  0.307
H (-0.1009, -1.8630, -0.5785)  0.233
H (-2.6024, -0.4857, 0.6410)  0.300
H (-1.3353, -1.4873, 1.5373)  0.296
H (3.0421, 0.5323, 0.3139)  0.242

Atomic forces in eV per Å
-0.2 0.1 0.2
0.8 0.2 0.6
-0.2 -0.1 0.1
-0.1 -0.2 -0.2
-0.8 0.6 -0.3
0.3 -0.2 -0.5
0.1 0.4 0.2
0.0 -0.1 0.2
0.3 -0.2 -0.1
-0.1 0.1 -0.1
0.0 -0.2 0.2
-0.3 0.1 0.0
0.1 -0.3 -0.1
-0.1 0.0 -0.2
0.1 -0.2 -0.1

Values from the calculation:
* frontier orbital gap: 10.002 eV
* SMILES string: C=C=O.C=C.C=O
* energy: -345.670040 hartree
* LUMO level: 0.0322 Ha
* E_HOMO: -9.1 eV
* energy relative to the best compared isomer or geometry (same formula, charge and spin): 84.66 kcal per mole
* total charge: 0

=====

C5H8O2 | the ωB97M-V functional and the def2-TZVPD basis

Last column: Mulliken charge in e.
Positions of all 15 atoms, in Å:
C (-1.5238, -0.7911, -0.0032)  -1.186
C (-0.6320, 0.4265, 0.0394)  1.047
O (-1.1781, 1.5219, -0.5774)  -0.629
C (0.2908, 0.6263, 1.1020)  -0.979
C (1.6648, -0.7937, -0.1851)  -0.800
C (0.9327, 0.2674, -0.6674)  0.736
O (1.1780, 1.2105, -1.4285)  -0.731
H (-2.4521, -0.5658, 0.5328)  0.377
H (-1.7770, -1.0240, -1.0405)  0.292
H (-1.0593, -1.6683, 0.4565)  0.276
H (-0.4671, 1.8304, -1.1936)  0.444
H (0.6990, 1.6203, 1.2552)  0.305
H (0.4563, -0.1037, 1.8841)  0.320
H (2.6645, -0.9768, -0.5720)  0.322
H (1.2032, -1.5799, 0.3976)  0.204

Atomic forces in eV per Å
0.0 0.0 0.0
-0.1 -0.2 0.3
0.1 0.0 -0.1
-0.1 0.1 0.2
0.0 0.0 -0.1
0.3 -0.1 -0.2
-0.1 -0.2 0.2
0.1 0.0 -0.1
0.0 0.0 0.1
-0.1 0.2 -0.1
0.0 0.0 0.0
0.0 -0.1 -0.1
0.0 0.1 -0.2
-0.1 0.0 0.0
0.0 0.2 -0.1

Values from the calculation:
* frontier orbital gap: 8.528 eV
* energy: -345.687388 hartree
* LUMO level: -0.0102 Ha
* E_HOMO: -8.8 eV
* energy relative to the best compared isomer or geometry (same formula, charge and spin): 73.78 kcal per mole
* total charge: 0

=====

C5H8O2 | the ωB97M-V functional and the def2-TZVPD basis

Last column: Mulliken charge in e.
Positions of all 15 atoms, in Å:
O (1.4717, 0.5744, -0.1087)  -0.474
C (1.4024, -0.9286, 0.4002)  -0.313
C (0.0467, -0.9862, 0.8534)  -0.693
C (-0.3899, 1.2454, -0.2500)  -0.360
C (-1.6386, 0.3879, -0.1522)  -0.481
C (-0.9112, -0.9544, -0.2243)  0.608
O (-0.8993, -1.6397, -1.2400)  -0.643
H (2.0991, 0.7131, -0.8489)  0.307
H (2.2012, -0.9972, 1.1399)  0.270
H (1.6048, -1.5310, -0.4873)  0.274
H (-0.2036, -0.5330, 1.8098)  0.348
H (-0.1936, 1.9799, 0.5214)  0.303
H (-0.1288, 1.5671, -1.2542)  0.255
H (-2.3393, 0.5581, -0.9763)  0.323
H (-2.1215, 0.5443, 0.8172)  0.275

Atomic forces in eV per Å
0.1 0.1 -0.2
0.1 -0.3 0.1
0.0 0.1 0.0
-0.1 0.2 0.0
-0.1 0.0 0.0
0.1 0.0 -0.2
0.0 0.2 0.3
-0.1 -0.1 0.1
-0.2 0.0 -0.1
0.0 0.1 0.1
0.0 -0.1 -0.1
0.0 -0.2 -0.1
0.0 0.0 0.2
0.1 0.0 0.1
0.1 -0.1 -0.1

Values from the calculation:
* frontier orbital gap (alpha / beta): 7.053 / 7.057 eV
* energy: -345.612370 hartree
* LUMO level (alpha / beta): -0.0145 / -0.0144 Ha
* E_HOMO (alpha / beta): -7.4 / -7.4 eV
* energy relative to the best compared isomer or geometry (same formula, charge and spin): 120.85 kcal per mole
* total charge: 0

=====

C5H8O2 | the ωB97M-V functional and the def2-TZVPD basis

Last column: Mulliken charge in e.
Positions of all 15 atoms, in Å:
C (-0.4159, 1.3932, 0.8374)  -0.602
C (0.8425, 0.5665, 0.8110)  -0.177
O (0.9022, -0.8198, 0.9313)  -0.420
C (-0.1640, -1.4560, 0.2644)  -0.493
C (-0.2855, -0.9712, -1.1765)  -0.374
O (-0.4309, 0.4328, -1.3138)  -0.433
C (0.3611, 1.2181, -0.4439)  -0.064
H (-1.3226, 0.8814, 0.5229)  0.247
H (-0.4975, 2.2869, 1.4481)  0.301
H (1.7212, 0.9950, 1.2886)  0.348
H (-1.0983, -1.3030, 0.8231)  0.296
H (0.0634, -2.5252, 0.2682)  0.364
H (0.5962, -1.2860, -1.7423)  0.320
H (-1.1742, -1.4198, -1.6353)  0.318
H (0.9022, 2.0033, -0.9584)  0.368

Atomic forces in eV per Å
-0.2 0.0 0.0
0.1 0.1 -0.2
0.0 -0.1 0.1
-0.2 -0.1 -0.2
0.1 -0.2 -0.1
0.2 0.1 -0.3
0.0 0.0 -0.2
-0.2 0.3 1.1
0.1 -0.1 -0.2
-0.3 0.1 -0.1
0.1 0.0 -0.1
-0.1 0.1 0.0
0.1 -0.1 0.0
0.2 0.1 0.0
0.0 -0.1 0.1

Values from the calculation:
* frontier orbital gap: 10.285 eV
* SMILES string: C1CO[C@@H]2C[C@@H]2O1
* energy: -345.713468 hartree
* LUMO level: 0.0395 Ha
* E_HOMO: -9.2 eV
* energy relative to the best compared isomer or geometry (same formula, charge and spin): 57.41 kcal per mole
* total charge: 0

=====

C5H8O2 | the ωB97M-V functional and the def2-TZVPD basis

Last column: Mulliken charge in e.
Positions of all 15 atoms, in Å:
C (0.6391, 1.3490, -1.1033)  -0.991
C (0.0988, 0.3149, -0.4504)  0.648
C (0.8967, -0.6937, 0.2372)  -0.639
O (0.1128, -1.5914, 1.0081)  -0.338
C (-0.5930, -1.4342, -0.1544)  -0.200
C (-1.3251, -0.1247, -0.1871)  -0.150
O (-2.0245, 0.2675, 0.9482)  -0.544
H (1.6435, 1.2997, -1.5167)  0.277
H (0.0219, 2.1811, -1.4028)  0.294
H (1.3869, 1.3261, 1.4313)  0.113
H (1.3800, 0.5445, 1.7003)  -0.049
H (1.7889, -1.1564, -0.1600)  0.367
H (-0.5384, -2.2529, -0.8416)  0.428
H (-1.9696, 0.0356, -1.0430)  0.417
H (-1.4612, -0.0031, 1.6878)  0.366

Atomic forces in eV per Å
-0.4 0.0 -0.9
1.0 2.6 1.7
-1.5 -2.4 -2.2
-0.7 0.7 1.3
0.8 -1.6 0.0
0.2 0.1 -0.7
0.5 -0.3 0.4
0.1 0.2 0.5
-0.2 -0.1 -0.4
0.1 -1.7 1.0
0.3 2.4 -0.3
0.3 0.2 0.0
-0.3 -0.2 -0.4
0.1 -0.1 -0.1
-0.2 0.2 0.2

Values from the calculation:
* frontier orbital gap: 8.710 eV
* energy: -345.574080 hartree
* LUMO level: 0.0268 Ha
* E_HOMO: -8.0 eV
* energy relative to the best compared isomer or geometry (same formula, charge and spin): 144.88 kcal per mole
* total charge: 0

=====

C5H8O2 | the ωB97M-V functional and the def2-TZVPD basis

Last column: Mulliken charge in e.
Positions of all 15 atoms, in Å:
C (0.5807, -1.4826, 0.8718)  -1.086
C (-0.0028, -0.2281, 0.3031)  0.312
C (0.7540, 1.0399, 0.6279)  -0.444
O (-0.2705, 1.9269, 0.1781)  -0.385
C (-1.1912, 0.8980, -0.0606)  -0.470
C (-0.7119, -0.1522, -0.9725)  0.114
O (-0.0089, 0.0347, -2.1617)  -0.544
H (0.8460, -1.4433, 1.9483)  0.266
H (0.1945, -2.4737, 0.6185)  0.352
H (1.3721, -1.2875, 0.0943)  0.284
H (1.7292, 1.2498, 0.1692)  0.263
H (0.8526, 1.1106, 1.7220)  0.324
H (-2.2228, 1.1075, 0.2209)  0.373
H (-1.4689, -0.9476, -1.0034)  0.325
H (-0.4756, 0.7135, -2.6585)  0.317

Atomic forces in eV per Å
0.5 0.2 -0.8
-1.5 0.7 0.5
0.2 0.1 0.0
-0.1 0.4 -0.2
0.0 -0.6 1.1
0.1 -0.2 0.0
-0.1 0.4 -0.4
0.2 0.1 -0.9
-0.6 0.4 0.0
0.9 -1.4 1.5
-0.2 -0.2 -0.1
0.0 0.1 -0.2
0.2 -0.2 -0.1
0.2 0.1 -0.2
0.1 0.0 -0.2

Values from the calculation:
* frontier orbital gap: 9.539 eV
* SMILES string: C[C@]12CO[C@H]1[C@H]2O
* energy: -345.666440 hartree
* LUMO level: 0.0318 Ha
* E_HOMO: -8.7 eV
* energy relative to the best compared isomer or geometry (same formula, charge and spin): 86.92 kcal per mole
* total charge: 0